C11H23B2F3N2O13Tl2 | ωB97M-V with the def2-TZVPD basis set

Each line ends with the natural charge from an NBO analysis.
Geometry (Å):
Tl1 1.6809 -0.0876 -3.1456  1.0376
Tl2 0.9665 -3.4224 0.9131  0.9670
B1 2.9871 -2.0105 -0.9806  -0.6051
H1 1.7870 -1.9627 -1.3667  0.1244
H2 3.1128 -1.6605 0.1954  0.1826
H3 3.2993 -3.1928 -0.9638  0.2579
H4 3.6655 -1.3055 -1.6540  0.0558
B2 0.6896 -0.3313 -0.1712  -0.5409
H5 0.1718 0.0013 0.8581  0.1484
H6 1.9363 -0.1710 -0.0973  0.2055
H7 0.2837 -1.4342 -0.4013  0.0853
H8 0.3360 0.2959 -1.1407  0.0488
C1 -4.1519 0.9461 -4.8098  -0.1526
C2 -3.8379 -0.3860 -5.5004  0.4371
O1 -2.9647 -0.9929 -4.5226  -0.4282
C3 -2.4643 -0.0788 -3.7283  0.9778
O2 -1.4990 -0.2244 -2.9947  -0.4810
O3 -3.1201 1.0877 -3.8291  -0.3278
F1 -3.1618 -0.1605 -6.6249  -0.2691
H9 -5.0957 0.8987 -4.2411  0.2785
H10 -4.1324 1.7886 -5.5050  0.2910
H11 -4.6549 -1.0852 -5.6529  0.2288
C4 2.9914 -2.1737 5.5515  -0.1382
C5 1.5765 -2.7363 5.4334  0.4516
O4 1.4193 -2.5871 3.9668  -0.5346
C6 2.1435 -1.5166 3.6089  1.0062
O5 2.1716 -1.0549 2.4928  -0.6788
O6 2.8255 -1.0546 4.6448  -0.4444
F2 0.6335 -2.0092 6.0082  -0.2846
H12 3.7374 -2.8994 5.2364  0.2302
H13 3.1915 -1.7672 6.5392  0.2661
H14 1.4867 -3.8052 5.6116  0.2042
C7 -0.8982 3.7920 0.9588  -0.1277
C8 -2.0489 3.6205 -0.0713  0.4362
O7 -1.3883 3.2478 -1.2489  -0.4348
C9 -0.0838 3.5012 -1.1037  0.9657
O8 0.7589 3.2404 -1.9214  -0.3491
O9 0.1897 4.0708 0.0635  -0.3228
F3 -2.6258 4.8182 -0.1501  -0.2510
H15 -0.7902 2.8791 1.5581  0.2442
H16 -0.9391 4.6793 1.5955  0.3006
H17 -2.7721 2.8976 0.3035  0.2166
C10 -3.9761 -2.3559 0.9315  -0.4947
N1 -2.9546 -1.8543 -0.0372  0.5605
O10 -1.8959 -2.4185 -0.1348  -0.3640
O11 -3.2670 -0.8653 -0.6788  -0.2581
H18 -3.5266 -2.9128 1.7463  0.2655
H19 -4.5462 -3.0973 0.3587  0.2836
H20 -4.6641 -1.5622 1.1972  0.2722
C11 4.1682 1.5925 0.9420  -0.4999
N2 3.5860 2.3307 -0.2049  0.5414
O12 3.2187 1.7424 -1.2188  -0.2912
O13 3.4801 3.5352 -0.1438  -0.1266
H21 4.9349 0.9561 0.4944  0.2727
H22 3.4163 0.9503 1.4009  0.2641
H23 4.6133 2.3045 1.6334  0.2972

Computed properties:
- DFT total energy: -2212.58258 Eh
- Total charge: +4
- Molecular weight: 878.69 u
- Orbital gap: 2.139 eV
- Max |F|: 0.045 hartree/bohr
- Highest occupied orbital energy: -21.355 eV